21
Properties=species:S:1:pos:R:3:forces:R:3:mulliken_charge:R:1 method="wB97M-V/def2-TZVPD" e_tot_ev=-15628.613 smiles="O=C(O)c1ccc2ccccc2c1" e_above_lowest_kcal_mol=76.4 orbital_gap_ha=0.316 lumo_energy_ev=0.0 molar_mass_g_mol=172.18
O 2.9565 -2.8199 0.0756 0.718 -1.608 -1.390 -0.50
C 2.7358 -1.7161 0.3958 1.094 2.849 4.071 0.31
O 3.4263 -1.1102 1.4750 2.482 -1.131 1.040 -0.55
C 1.5046 -0.8975 0.1093 -2.020 -3.167 -0.690 0.27
C 0.5153 -1.9660 -0.1589 -0.076 -1.595 0.718 -0.38
C -0.7606 -1.5759 -0.3470 0.785 4.015 -2.262 -0.92
C -0.8904 -0.0766 -0.5054 -6.223 -2.809 -1.772 1.30
C -2.1801 0.4173 -0.9514 -2.531 -1.647 0.557 -0.69
C -2.7650 1.6321 -0.6307 1.119 0.577 0.547 -0.41
C -1.9039 2.5608 0.0899 3.767 -7.280 -2.500 -0.75
C -0.5351 2.2097 0.2161 -2.974 0.144 -0.979 -0.60
C -0.0876 0.9173 -0.1747 1.542 1.870 2.736 0.77
C 1.1226 0.4258 0.2157 7.141 -1.762 0.644 -0.46
H 4.2501 -1.6359 1.9857 -3.433 1.467 -2.757 0.35
H 0.7675 -3.1180 -0.0743 -0.309 2.823 -0.336 0.24
H -1.5881 -2.0819 -0.8205 -0.014 -0.670 0.658 0.31
H -2.8784 -0.3741 -1.3281 0.638 0.782 0.029 0.18
H -3.8335 1.9461 -0.8594 1.607 -0.783 0.145 0.32
H -2.1435 3.4777 0.1687 -2.035 6.439 1.355 0.52
H 0.1768 2.8839 0.6189 0.493 0.586 0.282 0.43
H 2.1107 0.9016 0.4997 -1.772 0.900 -0.096 0.27


61
Properties=species:S:1:pos:R:3:forces:R:3:mulliken_charge:R:1 method="wB97M-V/def2-TZVPD" e_tot_ev=-219520.947 orbital_gap_ha=0.074 lumo_energy_ev=-3.8 molar_mass_g_mol=744.75
C 1.8946 -2.7204 -1.0302 -0.168 -0.262 -0.529 -0.49
C 0.6499 -1.9706 -1.4609 -0.298 0.807 -0.113 0.55
C 0.9737 -0.4913 -1.7470 0.815 -0.527 0.237 -0.57
O -0.0361 0.4362 -1.3038 -0.226 -0.082 -0.273 -0.30
C -1.2383 0.2548 -1.9469 1.375 0.396 0.245 -0.52
S -2.5352 0.0285 -0.6213 -1.242 0.100 -0.828 0.10
C -2.8029 -1.7068 -0.3763 0.594 0.956 0.866 0.00
Br -2.3249 -2.3962 1.3924 0.833 0.502 -0.898 -0.41
C -3.2869 -2.4766 -1.3553 -0.518 -0.974 0.098 0.86
C -3.4866 -3.9194 -1.2663 -0.095 0.724 0.267 -1.43
Br -3.7720 -1.7173 -3.0273 0.116 0.042 0.361 -0.06
H 2.4177 -2.1227 -0.2728 -0.326 -0.189 0.154 -0.67
H 1.6538 -3.7014 -0.6328 0.025 -0.064 0.203 0.43
H 2.5932 -2.8463 -1.8508 0.095 0.090 -0.059 0.37
H 0.1984 -2.4254 -2.3415 0.063 -0.281 -0.049 0.41
H -0.1161 -1.9949 -0.6829 0.077 -0.092 0.245 -0.39
H 1.2368 -0.3114 -2.7876 -0.128 0.099 -0.123 0.38
H 1.8667 -0.2293 -1.1884 -0.001 0.316 0.034 0.17
H -1.2183 -0.5960 -2.6228 -0.479 -0.317 0.243 0.60
H -1.5252 1.1330 -2.5247 -0.399 0.233 0.306 0.41
H -1.8788 0.4754 0.4709 0.341 -0.456 -0.156 0.15
H -4.4124 -4.2085 -1.7440 0.127 -0.325 -0.343 0.37
H -3.4731 -4.2929 -0.2467 0.132 -0.008 0.146 0.41
H -2.6496 -4.4597 -1.8197 -0.579 -0.923 -0.692 0.28
N 5.0410 -1.1229 -2.3082 -1.620 1.952 -1.244 0.94
O 4.0469 -0.4216 -2.5789 0.284 -1.865 0.964 -0.41
O 4.8750 -1.9157 -1.2584 0.250 -0.691 2.678 -0.43
O 6.0797 -1.1150 -2.8887 0.218 -0.570 0.153 -0.49
F 4.8997 1.1397 -3.6711 0.361 1.275 -0.446 -0.72
C -0.2477 4.2660 2.2787 -0.023 -0.027 -0.019 -0.61
C 0.1234 3.2511 1.4068 -0.062 0.097 0.184 -0.41
C 1.3803 2.6822 1.4983 -0.073 -0.248 -0.245 -0.54
C 2.2513 3.1385 2.4679 -0.218 0.076 -0.046 -0.05
C 1.9031 4.1521 3.3384 0.067 0.194 0.250 -0.50
C 0.6435 4.7180 3.2406 -0.090 -0.037 -0.083 -0.42
N 3.5787 2.5248 2.5830 0.127 0.017 0.146 1.03
O 3.8612 1.6422 1.7898 0.003 -0.386 -0.194 -0.59
O 4.3116 2.9238 3.4537 0.033 0.011 -0.014 -0.57
H -1.2332 4.7043 2.2061 -0.035 0.037 -0.014 0.42
H -0.5706 2.9055 0.6552 -0.025 0.008 -0.143 0.59
H 1.6668 1.8947 0.8175 0.134 0.013 0.021 0.77
H 2.5966 4.5021 4.0883 0.104 -0.103 -0.038 0.47
H 0.3558 5.5106 3.9166 0.027 0.013 0.018 0.38
Mg 4.2494 -1.3989 0.5636 0.427 0.014 -1.000 0.83
F 3.9134 -3.5579 5.1212 -0.297 0.054 -0.441 -0.31
Al 3.9159 -1.9838 4.5624 1.285 0.239 1.553 0.41
F 5.4414 -1.3091 4.6055 -0.234 -0.048 -0.455 -0.32
F 2.8009 -1.0506 5.4009 -0.271 -0.160 -0.574 -0.32
F 3.3791 -2.0162 2.8634 0.400 0.166 -0.636 0.08
Li -4.3628 -2.9123 2.2673 -0.605 -0.268 0.187 0.85
O -2.9805 -5.9246 -2.9916 0.332 0.938 0.499 -0.94
H -2.8747 -5.2692 -3.6963 -0.020 -0.299 -0.177 0.17
Mg 1.3838 -2.4975 3.0598 -0.691 -0.009 -0.213 -0.05
O -6.4184 2.8835 -2.2550 0.618 0.670 0.096 -0.40
C -5.5242 2.4122 -1.5674 -3.276 -4.491 -0.133 0.24
C -4.2803 3.7702 -1.3872 3.645 4.935 0.160 -0.29
O -3.3538 3.3181 -0.7095 -0.677 -1.002 -0.084 -0.37
H -4.9040 1.5861 -1.9701 0.660 0.774 -0.522 0.00
H -5.7283 2.1534 -0.5098 0.221 1.076 0.301 0.23
H -4.8738 4.6059 -0.9764 -0.837 -0.872 0.603 0.34
H -4.0745 4.0695 -2.4299 -0.274 -1.249 -0.433 0.31


11
Properties=species:S:1:pos:R:3:forces:R:3:mulliken_charge:R:1 method="wB97M-V/def2-TZVPD" e_tot_ev=-7756.269 total_charge=-1 e_above_lowest_kcal_mol=46.1 orbital_gap_ha=0.265 lumo_energy_ev=3.8 molar_mass_g_mol=76.07
C -1.9787 -1.1565 -0.5041 -1.268 -0.078 -1.388 -0.61
O -1.7452 0.2773 -0.6187 2.364 -2.700 0.690 -0.50
H -1.6433 -1.7108 0.3948 0.087 0.874 -0.111 0.24
H -3.0619 -1.3647 -0.6383 0.397 0.375 0.408 0.24
H -1.5507 -1.6704 -1.3885 0.198 0.153 0.407 0.23
C 2.3704 1.3848 0.6881 -1.455 0.057 -1.731 -0.22
N 1.3484 0.6901 0.1729 0.721 -1.605 0.977 -0.51
O 2.9618 1.4570 1.7555 0.543 -1.004 2.067 -0.68
H 2.7492 2.0707 -0.0374 0.272 1.321 -1.330 0.33
H -0.7246 0.2002 -0.5871 -1.493 1.648 0.093 0.39
H 1.2747 -0.1777 0.7628 -0.364 0.959 -0.084 0.07


18
Properties=species:S:1:pos:R:3:forces:R:3:mulliken_charge:R:1 method="wB97M-V/def2-TZVPD" e_tot_ev=-9904.090 e_above_lowest_kcal_mol=188.0 orbital_gap_ha=0.113 lumo_energy_ev=-4.0 molar_mass_g_mol=105.14
C -1.0597 -0.0857 -0.6782 -1.082 -0.951 0.494 -0.78
O -1.9981 0.9245 -0.7260 0.281 0.415 0.250 -0.58
C 0.2723 0.4467 -0.1469 -2.588 -0.390 1.366 0.04
C 1.3588 -0.4824 -0.2176 0.956 2.626 -2.742 0.00
C 2.7686 -0.0862 0.1035 -0.855 -0.972 -0.027 -1.01
O -3.6808 -0.8200 -0.1821 0.143 -0.075 -0.150 -0.89
N -0.0616 0.7129 1.3785 2.774 -0.418 -1.693 -0.50
H -1.0962 -0.6672 -1.6084 0.966 0.214 -0.347 0.32
H -1.3639 -0.8183 0.0819 -0.129 -0.090 -0.125 0.40
H 0.3599 1.4420 -0.5964 0.697 -0.048 -0.269 0.48
H 1.2745 -1.1411 -1.0829 -0.326 -0.977 0.698 0.31
H 3.3922 -0.6562 -0.5829 0.310 -0.020 0.344 0.34
H 2.8400 0.9738 -0.1466 0.100 0.118 0.422 0.33
H 3.0395 -0.2921 1.1370 0.317 0.195 0.080 0.33
H -4.3141 -1.3179 0.3395 0.002 0.189 0.162 0.19
H 0.5982 1.4721 1.5782 -0.490 0.378 0.532 0.28
H 0.4994 -0.0797 1.7166 -0.832 -0.049 1.172 0.30
H -2.8288 0.4748 -0.3671 -0.244 -0.146 -0.168 0.45